{"formula": "C40H76F12HgN6O12S4", "method": "ωB97M-V/def2-TZVPD", "homo_ha": -0.290, "multiplicity": 1, "relative_energy_kcal_mol": 0.0, "orbital_gap_ev": 6.62, "charge": 0, "e_lumo_ha": -0.0469, "species": ["Hg", "C", "F", "F", "F", "S", "O", "O", "N", "S", "O", "O", "C", "F", "F", "F", "C", "F", "F", "F", "S", "O", "O", "N", "S", "O", "O", "C", "F", "F", "F", "C", "C", "C", "C", "C", "C", "N", "O", "C", "C", "C", "H", "H", "H", "H", "H", "H", "H", "H", "H", "H", "H", "H", "H", "H", "H", "H", "H", "H", "H", "C", "C", "C", "C", "C", "C", "N", "O", "C", "C", "C", "H", "H", "H", "H", "H", "H", "H", "H", "H", "H", "H", "H", "H", "H", "H", "H", "H", "H", "H", "C", "C", "C", "C", "C", "C", "N", "O", "C", "C", "C", "H", "H", "H", "H", "H", "H", "H", "H", "H", "H", "H", "H", "H", "H", "H", "H", "H", "H", "H", "C", "C", "C", "C", "C", "C", "N", "O", "C", "C", "C", "H", "H", "H", "H", "H", "H", "H", "H", "H", "H", "H", "H", "H", "H", "H", "H", "H", "H", "H"], "positions_angstrom": [[6.83413, -13.63067, 20.38350], [6.67772, -15.81318, 24.21474], [6.20313, -16.98951, 23.84010], [6.35833, -15.60120, 25.48336], [7.99438, -15.80403, 24.08017], [5.90368, -14.42451, 23.24563], [4.76277, -13.94404, 23.94300], [6.96210, -13.48862, 22.94713], [5.61757, -15.00017, 21.65585], [4.04635, -15.51196, 21.58336], [3.60804, -16.34597, 22.65959], [3.20124, -14.45048, 21.12124], [4.22245, -16.72677, 20.14421], [5.41925, -17.31612, 20.11467], [3.26125, -17.62880, 20.22534], [4.08732, -16.08192, 18.98119], [4.41022, -12.63843, 17.49364], [4.48873, -13.93291, 17.77335], [4.28290, -12.47828, 16.18466], [3.37104, -12.14142, 18.13133], [6.01221, -11.75862, 17.93258], [7.04022, -12.72012, 17.62053], [6.01884, -10.53750, 17.20379], [5.94735, -11.75518, 19.64429], [5.58422, -10.28213, 20.18626], [6.75144, -9.46219, 20.32130], [4.45430, -9.71907, 19.51239], [5.05661, -10.68406, 21.95422], [6.18675, -10.79713, 22.66249], [4.36812, -9.65109, 22.41103], [4.36581, -11.80229, 22.05021], [0.22711, -15.81601, 21.59266], [-0.92842, -16.33387, 20.73578], [-1.77817, -17.29854, 21.58559], [-3.20824, -17.55218, 21.07130], [-3.94251, -16.24888, 20.78838], [-3.11958, -15.24756, 19.91339], [-1.74463, -15.18127, 20.37528], [-0.97023, -14.21358, 19.68039], [-3.21501, -15.73312, 18.44988], [-3.77205, -13.88085, 20.11127], [-0.37622, -17.16494, 19.55408], [0.71907, -16.63688, 22.12407], [-0.20126, -15.23033, 22.41367], [0.95765, -15.19599, 21.08857], [-1.29240, -18.27901, 21.62388], [-1.66469, -16.96684, 22.62322], [-3.65571, -18.21215, 21.81498], [-3.19571, -18.11342, 20.13433], [-4.27545, -15.78172, 21.71861], [-4.84371, -16.35422, 20.17927], [-2.57776, -15.12779, 17.80406], [-2.92106, -16.77418, 18.35976], [-4.25108, -15.59363, 18.13210], [-4.85114, -13.91835, 19.99124], [-3.50318, -13.52879, 21.10972], [-3.28214, -13.17753, 19.43299], [0.40750, -17.82205, 19.92359], [0.07016, -16.48978, 18.81356], [-1.17747, -17.64741, 18.99858], [-0.99311, -13.45897, 20.27889], [7.98680, -16.00581, 19.21197], [9.33976, -15.30410, 19.22138], [9.63336, -14.94231, 17.77087], [10.77012, -13.93287, 17.64598], [10.37402, -12.63456, 18.32278], [10.04366, -12.82856, 19.81958], [9.19542, -14.03392, 20.01616], [8.98130, -14.30678, 21.41170], [11.37723, -12.97909, 20.56869], [9.30557, -11.57364, 20.30168], [10.39505, -16.26155, 19.82907], [7.20237, -15.41723, 18.71532], [7.64579, -16.28017, 20.21540], [7.97352, -16.95752, 18.67515], [9.99059, -15.80439, 17.19376], [8.77639, -14.65123, 17.16013], [11.18333, -13.73996, 16.65310], [11.68645, -14.32729, 18.11021], [9.48244, -12.27816, 17.80068], [11.17733, -11.90808, 18.20323], [11.22568, -13.26082, 21.61641], [11.99183, -13.76208, 20.12448], [11.97984, -12.07475, 20.62941], [8.84422, -11.83586, 21.26271], [10.01232, -10.76963, 20.49271], [8.52743, -11.21896, 19.63227], [11.30409, -15.67927, 19.93531], [10.47864, -17.12315, 19.17091], [9.98783, -16.69893, 20.74459], [9.70553, -14.92914, 21.60849], [11.10505, -11.96937, 26.67711], [9.69013, -11.67043, 26.12515], [8.82862, -12.78252, 26.68288], [7.28479, -12.54675, 26.63221], [7.00060, -11.12683, 27.13091], [7.90097, -9.95381, 26.67053], [9.30529, -10.35860, 26.61965], [10.14999, -9.38390, 26.04521], [7.36713, -9.33983, 25.36502], [7.81633, -8.93021, 27.82164], [9.62347, -11.76088, 24.58840], [11.03035, -11.89434, 27.76476], [11.86329, -11.25884, 26.35836], [11.34236, -13.01844, 26.49424], [9.10900, -13.77707, 26.33561], [8.93902, -12.89899, 27.77547], [6.76310, -13.31663, 27.19301], [7.13678, -12.73623, 25.56113], [7.03622, -11.19186, 28.21973], [6.01571, -10.76942, 26.82621], [6.70536, -10.06260, 24.87864], [6.65795, -8.53765, 25.58852], [8.12083, -9.00684, 24.65863], [8.28176, -7.97989, 27.53860], [6.79565, -8.66867, 28.10863], [8.35215, -9.29112, 28.69954], [9.76236, -12.76309, 24.18609], [10.41079, -11.11772, 24.18145], [8.69040, -11.31175, 24.24603], [10.48990, -8.91619, 26.81560], [4.17462, -19.68872, 22.72060], [4.52991, -21.16533, 22.96637], [4.63586, -21.90106, 21.63975], [5.93351, -21.66816, 20.88577], [7.13960, -21.97122, 21.78963], [7.07292, -21.23302, 23.13732], [5.74308, -21.39519, 23.72375], [5.69047, -20.88251, 25.02988], [8.13301, -21.89888, 24.03278], [7.57063, -19.77762, 22.88300], [3.30593, -21.74773, 23.69372], [4.06301, -19.09165, 23.62978], [3.30230, -19.61133, 22.07837], [5.01908, -19.16108, 22.25411], [4.61271, -22.98677, 21.78404], [3.81392, -21.64179, 20.97023], [6.03447, -20.62002, 20.56587], [6.00305, -22.22131, 19.94816], [8.08506, -21.71427, 21.30505], [7.16386, -23.06625, 21.83471], [9.08376, -21.83127, 23.50805], [8.19267, -21.38555, 24.99171], [7.86409, -22.94379, 24.18123], [7.13257, -19.07971, 23.59772], [8.64614, -19.74819, 23.06504], [7.42870, -19.34528, 21.89002], [3.51070, -22.80170, 23.92271], [2.38895, -21.70570, 23.11186], [3.15316, -21.34047, 24.69416], [5.66623, -19.91134, 24.96286]], "atomic_forces_ev_per_a": [[-0.26, 0.56, -0.23], [-0.40, -0.08, 0.38], [-0.02, 0.03, -0.13], [0.17, -0.04, 0.03], [0.04, 0.05, -0.16], [0.43, 1.34, -2.44], [-0.04, -0.76, 0.13], [0.38, -0.11, 0.77], [-0.77, -0.48, 2.89], [-0.85, -0.32, -1.71], [0.72, 0.24, 0.26], [0.47, -0.29, 0.00], [-0.17, 0.69, -0.37], [-0.08, -0.29, 0.36], [0.11, -0.14, 0.17], [0.00, 0.02, 0.18], [0.18, 0.45, 0.07], [0.32, -0.05, 0.04], [-0.23, -0.09, -0.14], [0.01, 0.21, -0.07], [-0.05, -1.20, 0.50], [-0.04, -0.38, 0.31], [-0.16, 0.20, 0.84], [-0.10, 0.09, -2.69], [-0.44, 1.64, 1.08], [0.01, -0.35, 0.14], [-0.06, -0.50, 0.13], [0.97, 0.44, -0.58], [-0.25, -0.15, 0.07], [-0.16, -0.18, 0.01], [-0.24, -0.01, -0.05], [-0.37, -0.18, 0.90], [0.12, -0.76, -0.39], [0.30, -0.12, 0.01], [0.50, 0.36, 0.05], [0.17, 0.45, -0.01], [-0.20, -1.04, -0.04], [-0.04, 0.28, 1.27], [-0.34, -0.21, -0.28], [-0.25, 0.75, 0.23], [1.15, 0.18, -0.14], [0.06, 1.41, -0.54], [0.20, -0.12, -0.40], [-0.03, 0.20, -0.17], [-0.02, -0.12, -0.27], [0.26, 0.09, -0.27], [-0.92, 0.22, 0.03], [-0.56, 0.22, -0.09], [0.34, -0.19, 0.07], [0.29, 0.16, 0.05], [-0.14, -0.52, 0.26], [0.04, -0.02, 0.02], [-0.13, -0.07, -0.08], [0.05, -0.22, -0.24], [-0.01, 0.10, -0.16], [-0.31, -0.11, 0.13], [-0.51, 0.10, -0.21], [-0.19, -0.35, -0.15], [0.19, 0.00, 0.17], [0.11, -0.56, 0.28], [0.18, 0.02, -0.06], [-0.56, -0.52, 0.54], [-0.59, -0.34, -0.37], [1.54, -0.05, -1.55], [0.85, 0.22, 0.54], [-0.46, -0.62, -0.34], [1.34, 0.89, -0.49], [-1.93, 0.35, -0.65], [1.65, -0.80, -0.37], [0.00, -0.57, 0.75], [-0.11, -0.82, 0.85], [-1.07, 0.60, -0.44], [0.16, 0.15, -0.06], [0.11, 0.18, 0.05], [0.40, 0.09, -0.16], [-0.18, -0.47, 0.62], [-0.29, 0.48, 0.65], [-0.85, -0.09, -0.34], [-0.26, -0.16, 0.32], [0.07, 0.23, 0.10], [-0.15, 0.21, 0.29], [-0.13, 0.02, -0.06], [0.08, 0.10, -0.06], [-0.23, 0.17, -0.39], [0.01, 0.38, 0.09], [-0.02, 0.06, -0.08], [0.12, -0.09, -0.18], [0.38, -0.63, 0.28], [0.43, 0.16, -0.20], [0.42, 0.27, 0.31], [-0.20, 0.20, 0.61], [-0.65, 0.03, 0.38], [0.76, -0.85, -0.57], [-1.80, -0.21, 2.84], [1.86, 0.21, -2.04], [-0.09, -0.29, -0.23], [0.20, 0.29, 0.39], [-0.17, -0.99, 0.95], [-0.26, 0.29, -0.12], [-1.06, -0.47, -0.01], [0.26, 0.71, -0.21], [0.53, 1.05, -0.05], [0.04, 0.12, 0.01], [0.08, -0.23, -0.35], [0.39, 0.15, -0.40], [0.03, 0.19, -0.61], [0.85, 0.39, -0.07], [-0.10, 0.09, 0.10], [-1.09, 0.53, 0.05], [-0.05, 0.17, 0.06], [-0.27, -0.36, 0.34], [0.40, -0.14, -0.25], [0.37, 0.29, 0.05], [0.11, 0.12, 0.16], [0.04, -0.07, -0.11], [-0.09, -0.25, -0.14], [-0.10, -0.19, 0.00], [-0.15, -0.10, 0.13], [0.00, -0.11, -0.09], [-0.13, -0.41, -0.15], [0.11, 0.01, -0.08], [1.49, 0.64, -0.11], [-1.43, 0.62, -0.09], [0.69, -0.62, -0.96], [1.00, 1.40, 0.06], [-0.70, -0.51, -0.80], [0.73, -0.17, -0.85], [0.47, -0.81, 0.15], [-0.10, 0.39, -0.07], [-0.69, 0.16, 0.02], [-0.04, 0.29, 0.55], [0.73, -1.20, 0.98], [-0.57, -0.36, 0.15], [-0.11, 0.16, 0.15], [-0.22, -0.19, -0.44], [-0.35, 0.06, 0.37], [-0.23, 0.04, 0.29], [-0.31, 0.03, 0.08], [-0.18, -0.30, 0.15], [-0.07, 0.22, -0.04], [0.05, 0.03, 0.83], [0.13, -0.10, 0.12], [0.12, -0.11, 0.03], [0.06, 0.00, 0.14], [0.01, -0.04, 0.02], [0.02, 0.02, -0.02], [-0.38, -0.32, -0.07], [-0.06, -0.03, -0.31], [0.06, 0.26, -0.14], [-0.06, 0.52, -0.25], [-0.01, -0.10, 0.00]], "mulliken_charge": [3.480, 0.568, -0.149, -0.145, -0.199, 0.097, -0.549, -0.936, 0.414, 0.367, -0.473, -0.646, 0.348, -0.114, -0.002, -0.178, 0.685, -0.247, -0.207, -0.196, 0.482, -0.478, -0.553, -0.796, 0.896, -0.646, -0.617, 0.512, -0.111, -0.240, -0.103, -2.432, 1.815, -1.175, -0.864, -1.129, 1.320, 0.566, -0.444, -1.660, -1.998, -1.741, 0.516, 0.437, 0.477, 0.415, 0.450, 0.398, 0.352, 0.376, 0.506, 0.300, 0.364, 0.476, 0.387, 0.446, 0.425, 0.410, 0.340, 0.329, 0.308, -2.875, 1.808, -1.206, -0.881, -1.069, 1.296, 1.051, 0.082, -1.750, -1.874, -1.736, 0.208, 0.234, 0.906, 0.588, 0.281, 0.499, 0.304, 0.181, 0.519, 0.200, 0.282, 0.531, 0.025, 0.622, 0.157, 0.263, 0.472, 0.491, 0.250, -2.040, 1.844, -1.914, 0.483, -1.789, 2.119, 0.319, -0.503, -1.531, -2.021, -1.284, 0.510, 0.359, 0.373, 0.641, 0.374, 0.728, -0.873, 0.423, 0.501, 0.073, 0.395, 0.267, 0.469, 0.403, 0.469, 0.374, 0.443, -0.062, 0.368, -1.565, 1.974, -1.339, -0.064, -1.557, 1.851, 0.224, -0.513, -1.923, -1.388, -2.204, 0.420, 0.538, -0.064, 0.343, 0.486, -0.239, 0.501, 0.462, 0.376, 0.433, 0.372, 0.476, 0.014, 0.543, 0.176, 0.527, 0.361, 0.351, 0.413]}